22
Properties=species:S:1:pos:R:3 method="wB97M-V/def2-TZVPD" homo_lumo_gap_ev=7.85 e_tot_ha=-666.3237 relative_energy_kj_mol=152.5 homo_ev=-7.0 lumo_energy_ev=0.85
C -1.3169 -2.5204 -0.7339
C -1.7385 2.0295 -0.1907
C 2.0204 -0.3558 -0.4230
C 1.8305 1.4905 1.0951
N -0.8623 -1.7560 0.4820
N -1.7954 0.5890 -0.1515
N 1.2204 0.7628 0.0035
P -0.7454 -0.1849 0.9879
H -1.6344 -1.7640 -1.3937
H -0.4634 -2.9955 -0.9929
H -2.0881 -3.2061 -0.4134
H -1.8622 2.4346 0.7627
H -0.6895 2.2324 -0.5375
H -2.4856 2.3212 -0.8575
H 2.5402 -0.8979 0.3898
H 1.3255 -1.0418 -0.9606
H 2.7624 -0.1300 -1.3412
H 2.9293 1.3844 1.1856
H 1.6267 2.5669 1.0004
H 1.4500 1.1415 1.9972
H -0.4110 -2.3385 1.1761
H -1.6127 0.2383 -1.0843

***

20
Properties=species:S:1:pos:R:3 method="wB97M-V/def2-TZVPD" homo_lumo_gap_ev=9.19 e_tot_ha=-473.6880 relative_energy_kj_mol=301.3 homo_ev=-8.4 lumo_energy_ev=0.79
C -2.5060 3.0303 0.2267
C -1.3948 2.0537 0.0920
O -0.3107 2.3527 -0.7799
O -1.3602 1.0753 0.7648
H -1.9914 3.9675 -0.1554
H -2.7708 2.9765 1.2725
H -3.3464 2.5972 -0.2975
C 1.8959 -0.8126 -1.7135
C 1.0244 -1.9152 0.3767
N 0.0848 -1.5804 1.3129
N 1.2236 -0.8940 -0.4540
N 1.2827 -3.2521 0.3664
H -0.8171 -1.1477 0.9522
H -0.0452 -2.1604 2.2488
H 0.3058 1.4914 -0.5496
H 1.8790 -3.7178 0.9493
H 1.6552 -3.4681 -0.6184
H 1.3200 0.0687 -2.1917
H 1.8930 -1.6968 -2.4078
H 3.0302 -0.3862 -1.5497

***

30
Properties=species:S:1:pos:R:3 method="wB97M-V/def2-TZVPD" homo_lumo_gap_ev=9.54 e_tot_ha=-1084.2498 relative_energy_kj_mol=13.6 homo_ev=-9.3 lumo_energy_ev=0.25
C 1.0543 -0.6254 -0.6716
C 1.4592 -1.8552 -1.4603
S 1.9493 -3.1654 -0.2722
N 1.1603 0.5414 -1.5692
C 0.1053 1.3757 -1.8094
N -1.0223 1.2970 -1.0130
O 0.1410 2.1677 -2.7413
H 0.0334 -0.7358 -0.3222
H 1.5765 -0.4320 0.2681
H 2.2865 -1.7887 -2.1652
H 0.6888 -2.3522 -2.0571
H 3.1517 -2.7284 0.0520
H 2.0255 0.8748 -1.9548
H -1.8671 1.6895 -1.3767
H -1.0685 1.1774 -0.0029
H -1.4754 3.0333 1.3541
H -0.5518 3.5423 0.1572
O -0.6183 3.2609 1.0677
H -1.2753 -1.9027 0.9301
H -2.2942 -2.9621 1.4795
O -1.5810 -2.3628 1.7048
H -2.7441 -1.5707 -1.6489
H -2.1612 -1.0347 -0.4181
O -2.6935 -1.7853 -0.7112
H -1.2304 -0.1683 2.0707
H -0.0099 0.8386 2.3308
O -0.7823 0.6335 1.7804
H 2.5762 1.3729 2.5948
H 1.5246 2.0851 1.7931
O 1.6426 1.5797 2.6108

***

19
Properties=species:S:1:pos:R:3 method="wB97M-V/def2-TZVPD" homo_lumo_gap_ev="8.26 / 7.76" e_tot_ha=-737.1434 relative_energy_kj_mol=398.6 homo_ev="-8.8 / -8.7" lumo_energy_ev="-0.57 / -0.92"
C 1.1986 -2.3923 -0.5231
C 1.2426 -2.1768 0.8466
C 0.4715 -1.5234 -1.3280
C 0.7143 -1.0499 1.4943
C -0.0938 -0.4457 -0.5884
C 0.0059 -0.1245 0.6912
C -1.2129 1.7186 0.2562
C -0.1529 2.4645 -0.5186
N -1.9217 1.0073 -0.6581
O -0.5772 0.9377 1.2761
I -3.3833 -0.2553 -0.0254
H 1.6325 -3.1674 -1.1160
H 1.7041 -2.9514 1.4534
H 0.6162 -1.6731 -2.4016
H 0.8425 -1.0038 2.6237
H -1.9092 2.4970 0.7807
H 0.3847 3.2653 -0.0028
H -0.4088 2.8889 -1.4776
H 0.8470 1.9843 -0.7824

***

278
Properties=species:S:1:pos:R:3 method="wB97M-V/def2-TZVPD" homo_lumo_gap_ev=7.81 e_tot_ha=-4545.4992 relative_energy_kj_mol=659.6 homo_ev=-7.9 lumo_energy_ev=-0.08
C -4.9905 23.1791 6.2685
C -5.1914 22.6690 4.8213
C -5.7708 23.5883 3.7412
O -4.8970 24.7508 3.4694
C -5.5580 25.6425 2.4904
N -3.8520 22.2744 4.3076
H -4.5196 24.1619 6.2859
H -4.4789 22.5118 6.9621
H -5.9825 23.3947 6.6654
H -5.6575 21.6841 4.7924
H -6.7429 23.9777 4.0435
H -5.9764 22.9580 2.8759
H -5.9660 25.0364 1.6815
H -4.8658 26.3110 1.9786
H -6.3836 26.2440 2.8708
H -3.4253 23.1711 4.1234
H -3.9740 21.7740 3.4388
C 6.0076 23.1076 13.8794
C 4.5322 23.4935 13.6473
C 4.3757 23.7611 12.1385
O 4.7696 25.1101 11.9347
C 4.4200 25.5446 10.6432
N 3.6380 22.3722 14.0654
H 6.2801 22.2802 13.2242
H 6.0716 22.9544 14.9566
H 6.8034 23.8277 13.6888
H 4.3985 24.4394 14.1722
H 3.3343 23.6101 11.8541
H 4.8677 22.9952 11.5389
H 3.3709 25.3141 10.4581
H 4.8409 24.8771 9.8912
H 4.6698 26.5880 10.4510
H 4.0046 22.0458 14.9482
H 2.7174 22.7541 14.2293
C -0.8083 24.3830 14.1544
C -0.7350 24.6224 15.6505
C -1.6038 25.8021 16.0871
O -1.3753 26.1538 17.4469
C -2.2573 27.0873 18.0554
N -0.9911 23.3839 16.3158
H -0.3212 25.2365 13.6829
H -1.7207 24.3258 13.5607
H -0.2338 23.5016 13.8695
H 0.3001 24.9211 15.8161
H -2.6297 25.6686 15.7440
H -1.2833 26.6497 15.4812
H -2.5051 27.9427 17.4269
H -1.7782 27.6038 18.8871
H -3.1885 26.6455 18.4101
H -0.8741 23.7904 17.2330
H -1.9788 23.1996 16.4194
C 5.7834 17.2818 12.3996
C 5.2558 16.6908 13.7206
C 6.1517 16.8583 15.0308
O 7.5283 16.4342 14.6552
C 7.6887 15.0151 14.3154
N 3.9509 17.3875 14.0014
H 6.3551 18.1789 12.6372
H 5.0844 17.3962 11.5711
H 6.5136 16.5393 12.0777
H 4.9883 15.6584 13.4953
H 5.7492 16.4428 15.9546
H 6.1840 17.8999 15.3504
H 8.1977 14.5886 15.1797
H 8.3527 14.8943 13.4594
H 6.7383 14.4872 14.2370
H 4.1248 18.3822 13.9814
H 3.2133 17.2495 13.3253
C 4.9240 11.7856 8.1363
C 5.8269 11.2987 7.0522
C 7.1533 12.1590 7.1344
C 8.1298 11.9423 8.2709
C 8.4644 10.4406 8.3472
C 7.3168 9.4149 8.1593
N 6.2895 9.8734 7.1421
O 5.3382 8.9072 6.8600
C 7.9805 8.1134 7.7369
C 6.7264 9.2480 9.5181
C 5.2270 11.5368 5.6742
H 4.5563 12.7976 7.9664
H 5.3383 11.8489 9.1425
H 4.0147 11.2448 8.3984
H 7.6946 12.1254 6.1889
H 6.8424 13.2017 7.1997
H 7.5618 12.1960 9.1660
H 9.0117 12.5740 8.1642
H 8.9276 10.2763 9.3202
H 9.2929 10.2585 7.6627
H 8.4411 8.3558 6.7791
H 8.7678 7.7830 8.4144
H 7.2442 7.3167 7.6314
H 7.4377 8.7925 10.2072
H 6.5877 10.1840 10.0592
H 5.7778 8.7127 9.5599
H 4.2970 10.9702 5.6273
H 5.9201 11.3547 4.8529
H 4.9759 12.5929 5.5755
H 5.4720 8.7615 5.9206
C 3.0986 21.6196 -2.1196
C 2.6078 21.6928 -3.5474
C 1.1056 21.2934 -3.5268
C 0.4008 21.6170 -4.8052
C 0.5816 23.1130 -5.1414
C 2.0605 23.6144 -5.1911
N 2.7817 23.1026 -4.0015
O 4.1402 23.5424 -3.9478
C 2.7329 23.0530 -6.5234
C 1.9630 25.2127 -5.2364
C 3.3404 20.6719 -4.3833
H 4.1633 21.6835 -1.8953
H 2.7783 20.6716 -1.6873
H 2.6790 22.4612 -1.5685
H 1.0457 20.2111 -3.4127
H 0.7090 21.8275 -2.6634
H -0.6301 21.3654 -4.5558
H 0.6428 20.9254 -5.6122
H 0.0388 23.6859 -4.3896
H 0.0074 23.2214 -6.0616
H 2.3763 23.6153 -7.3863
H 3.8080 23.2326 -6.5123
H 2.6403 21.9898 -6.7453
H 1.6637 25.6054 -4.2647
H 2.9046 25.6158 -5.6093
H 1.1693 25.5072 -5.9230
H 2.7257 20.2583 -5.1828
H 3.7829 19.9139 -3.7369
H 4.2119 21.0847 -4.8915
H 4.5445 23.0079 -4.6352
C -6.8785 17.7676 8.7152
C -7.4964 16.9399 7.5960
C -8.7244 17.7569 7.0728
C -9.3272 17.1347 5.8382
C -8.2964 16.9998 4.6893
C -7.0223 16.2464 5.1175
N -6.6048 16.7205 6.4149
O -5.2509 16.4452 6.6778
C -7.3654 14.7248 5.2388
C -5.9663 16.4825 4.0136
C -7.9733 15.6156 8.1988
H -7.4679 18.0589 9.5846
H -6.5765 18.7058 8.2497
H -5.9160 17.3026 8.9284
H -9.4776 17.7700 7.8606
H -8.5361 18.8023 6.8284
H -10.1821 17.7190 5.4978
H -9.8353 16.2151 6.1283
H -8.0019 18.0094 4.4030
H -8.7773 16.4551 3.8768
H -8.2855 14.4468 5.7529
H -7.3944 14.3407 4.2191
H -6.5525 14.2492 5.7875
H -6.3331 16.0103 3.1023
H -5.8145 17.5510 3.8610
H -5.0857 15.9161 4.3166
H -8.4735 15.8586 9.1363
H -7.1774 14.9059 8.4246
H -8.7199 15.0508 7.6405
H -4.8585 17.3192 6.6181
C 0.5804 17.8921 8.3340
C 0.9930 19.1119 7.4141
C 2.5105 19.2955 7.1682
C 3.0986 18.2411 6.2848
C 2.3961 18.3306 4.8809
C 0.8045 18.2691 4.9500
N 0.3164 19.0829 6.1211
O -1.0301 18.9671 6.2518
C 0.4421 18.8058 3.5825
C 0.2460 16.8480 4.9919
C 0.4365 20.3344 8.2739
H 1.0394 16.9738 7.9676
H -0.4859 17.6718 8.2829
H 0.9038 17.8306 9.3732
H 2.6442 20.2334 6.6291
H 3.0561 19.5120 8.0866
H 2.9947 17.2397 6.7025
H 4.1743 18.4107 6.2383
H 2.8553 17.4560 4.4200
H 2.7862 19.2317 4.4077
H -0.6464 18.8165 3.5270
H 0.6924 19.8666 3.5817
H 0.7277 18.1806 2.7366
H -0.8437 16.8342 4.9675
H 0.5916 16.3301 4.0972
H 0.5686 16.2528 5.8462
H 0.5639 20.3281 9.3564
H -0.6448 20.4052 8.1565
H 0.8553 21.2643 7.8893
H -1.3898 19.6578 5.6903
C 0.2267 26.1587 4.1292
C 1.3430 25.7741 3.2308
C 0.7995 24.6558 2.2736
C -0.0731 25.1368 1.0846
C 0.7637 26.1686 0.3980
C 1.3744 27.3664 1.2310
N 2.0054 26.8630 2.4733
O 2.5127 27.8342 3.3256
C 2.3846 28.0019 0.3416
C 0.2024 28.3196 1.5762
C 2.4234 25.0449 4.0366
H 0.5081 27.0185 4.7372
H -0.2331 25.4879 4.8550
H -0.6021 26.4795 3.4981
H 1.5711 24.0230 1.8350
H 0.0900 24.0048 2.7843
H -1.0232 25.5119 1.4650
H -0.2377 24.2236 0.5127
H 0.1451 26.4605 -0.4507
H 1.6012 25.6360 -0.0526
H 3.3113 27.4482 0.1916
H 2.0392 28.2186 -0.6692
H 2.7717 28.9232 0.7769
H -0.7254 27.7927 1.7989
H 0.4295 29.0102 2.3883
H 0.0131 29.0316 0.7729
H 1.9896 24.5531 4.9073
H 3.1855 25.7642 4.3367
H 3.1038 24.3438 3.5534
H 3.3742 27.9292 2.9129
C 2.2507 12.4280 -0.0029
C 2.2880 13.6536 -0.9994
C 3.2659 14.7301 -0.5764
C 4.7323 14.3104 -0.7557
C 5.0708 13.8661 -2.1971
C 4.0351 12.7717 -2.6942
N 2.6467 13.1732 -2.3493
O 1.7058 12.3707 -3.0160
C 4.2116 12.7214 -4.1914
C 4.3967 11.3204 -2.1480
C 0.8616 14.2345 -1.0186
H 3.1935 12.2104 0.4991
H 1.8308 11.5046 -0.4017
H 1.6624 12.7262 0.8648
H 3.1175 15.5315 -1.3002
H 3.0746 14.9954 0.4633
H 4.9285 13.5122 -0.0399
H 5.3754 15.1122 -0.3927
H 6.0090 13.3183 -2.1084
H 5.1556 14.6775 -2.9199
H 3.5720 11.8950 -4.5012
H 3.9937 13.6622 -4.6969
H 5.2049 12.3233 -4.3990
H 3.5619 10.6217 -2.2023
H 5.2681 10.9316 -2.6748
H 4.7319 11.3285 -1.1108
H 0.7797 15.1671 -1.5769
H 0.4579 14.4955 -0.0403
H 0.1401 13.6027 -1.5367
H 1.0863 13.0481 -3.2968
C -7.7199 20.3321 -2.7084
C -6.3868 20.7400 -3.2574
C -5.5386 21.3715 -2.0821
C -4.9074 20.3473 -1.1466
C -4.1251 19.2684 -1.8752
C -4.9231 18.5501 -3.0302
N -5.6376 19.5552 -3.8924
O -6.3685 18.9275 -4.8774
C -3.8878 17.7738 -3.8572
C -5.8707 17.4422 -2.4105
C -6.6153 21.8557 -4.2531
H -8.3323 19.7863 -3.4262
H -8.2832 21.2306 -2.4562
H -7.4410 19.6870 -1.8752
H -4.6518 21.8150 -2.5348
H -6.0848 22.1864 -1.6070
H -5.7786 20.0031 -0.5894
H -4.3209 20.9662 -0.4676
H -3.7938 18.7235 -0.9912
H -3.3231 19.7704 -2.4163
H -4.3170 17.1324 -4.6269
H -3.2477 18.4535 -4.4197
H -3.1336 17.2835 -3.2418
H -6.7755 17.8370 -1.9483
H -6.1226 16.7113 -3.1789
H -5.2495 16.9282 -1.6770
H -5.6321 22.1885 -4.5856
H -7.0726 22.7635 -3.8594
H -7.2115 21.5358 -5.1076
H -7.1212 18.5768 -4.3956

***

104
Properties=species:S:1:pos:R:3 method="wB97M-V/def2-TZVPD" homo_lumo_gap_ev="6.38 / 6.45" e_tot_ha=-8115.4597 homo_ev="-12.6 / -13.1" charge=+2 lumo_energy_ev="-6.19 / -6.61" multiplicity=4
Re 0.0578 0.4943 0.3998
C 2.4635 -0.2265 4.0523
C 1.4880 -0.8699 3.0724
C 0.1009 -2.0461 4.8675
O 0.4767 0.1018 2.7421
C 1.7699 -1.6484 0.6307
O 2.9604 -2.1106 0.2699
O 0.7057 -1.6122 0.0327
H 1.9107 0.1706 4.8986
H 2.9911 0.5947 3.5714
H 3.1862 -0.9530 4.4114
H 0.7405 -1.7532 5.6955
H -0.3765 -2.9858 5.1300
H -0.6855 -1.3006 4.7507
H -0.3967 -0.1945 3.0614
S 7.7719 -3.2444 2.8311
N 7.5879 -1.8785 1.9784
C 6.3073 -1.6296 1.8201
C 5.7400 -0.4431 1.2350
C 6.4713 0.6444 0.7447
C 5.7800 1.7532 0.2930
C 4.3911 1.7696 0.3891
N 3.6810 0.7435 0.8316
C 4.3449 -0.3443 1.2079
C 3.5034 -1.5342 1.5587
N 2.1391 -1.1511 1.8317
C 0.9167 -2.2124 3.5822
C 1.9997 -3.2464 3.7770
C 3.2726 -3.3522 3.3237
C 4.0717 -2.5372 2.4749
C 5.4745 -2.6260 2.4605
N 6.2172 -3.5576 3.0632
H 7.5487 0.5928 0.7176
H 6.3053 2.6052 -0.1096
H 3.8107 2.6323 0.0889
H 0.2448 -2.5900 2.7931
H 1.6698 -4.0468 4.4247
H 3.8427 -4.1870 3.7125
Se 1.4964 2.7260 2.2221
N 0.3125 2.4291 0.8671
C 0.0361 3.6169 0.2954
C -0.8119 3.8566 -0.7966
C -0.9864 5.1465 -1.2347
C -0.3372 6.2359 -0.6202
C 0.5117 6.0443 0.4357
C 0.7110 4.7328 0.9140
N 1.5069 4.4122 1.9280
H -1.3128 3.0295 -1.2737
H -1.6355 5.3399 -2.0760
H -0.5198 7.2318 -0.9930
H 1.0399 6.8554 0.9105
O -1.7400 -0.0178 1.2226
As -2.9166 -0.7335 0.2108
C -2.1664 -2.2049 -0.8124
C -1.8474 -3.3721 -0.1277
C -1.2582 -4.4250 -0.8081
C -0.9935 -4.3084 -2.1648
C -1.3177 -3.1453 -2.8445
C -1.9024 -2.0858 -2.1700
C -3.7781 0.6029 -0.8990
C -3.7355 1.9413 -0.5355
C -4.4084 2.8740 -1.3107
C -5.1084 2.4681 -2.4369
C -5.1534 1.1278 -2.7881
C -4.5016 0.1855 -2.0102
C -4.1257 -1.4028 1.5878
C -4.1282 -0.7407 2.8112
C -4.9087 -1.2149 3.8515
C -5.7000 -2.3366 3.6649
C -5.7130 -2.9814 2.4389
C -4.9272 -2.5215 1.3939
H -2.0784 -3.4521 0.9327
H -1.0169 -5.3418 -0.2894
H -0.5345 -5.1299 -2.6940
H -1.1203 -3.0706 -3.9040
H -2.1511 -1.1746 -2.6984
H -3.1789 2.2402 0.3486
H -4.3967 3.9180 -1.0347
H -5.6314 3.1953 -3.0393
H -5.6933 0.8195 -3.6682
H -4.5577 -0.8707 -2.2530
H -3.5100 0.1419 2.9406
H -4.8921 -0.7189 4.8093
H -6.2996 -2.7157 4.4773
H -6.3270 -3.8557 2.3019
H -4.9288 -3.0288 0.4349
O 1.4360 0.8255 -1.3491
C 0.4267 0.7923 -2.0932
O -0.7015 0.6654 -1.5131
C 0.4308 0.9678 -3.5515
C -0.8055 1.0528 -4.1887
C -0.8576 1.2621 -5.5547
C 0.3012 1.4035 -6.3042
C 1.5209 1.3305 -5.6472
C 1.6066 1.1076 -4.2811
N 2.7561 1.5185 -6.4195
O 2.6387 1.6259 -7.6097
O 3.7795 1.5557 -5.7836
N -2.1688 1.3572 -6.1981
O -2.1916 1.4859 -7.3911
O -3.1270 1.3044 -5.4600
H -1.7209 0.9709 -3.6206
H 0.2570 1.5752 -7.3714
H 2.5705 1.0560 -3.7968